8 unconnected molecules or ions with the total composition C67H81BrN2O18P in a non-equilibrium geometry, computed with the ωB97M-V functional and the def2-TZVPD basis.

Structure (XYZ):
```
170
C67H81BrN2O18P (the ωB97M-V functional and the def2-TZVPD basis)
C -2.82 -0.28 5.11
C -3.15 -1.66 4.32
C -4.74 -1.91 4.12
C -5.50 -0.67 3.34
C -5.82 -1.17 1.82
C -6.65 -0.10 0.92
C -5.73 0.91 0.05
C -4.48 0.23 -0.71
C -4.84 -1.11 -1.56
C -3.64 -1.67 -2.50
C -2.21 -0.94 -2.29
C -1.41 -1.53 -0.97
C 0.19 -1.66 -1.22
C 1.00 -1.65 0.21
C 1.68 -0.16 0.43
O 0.61 0.77 0.15
C 0.99 2.17 0.26
C -0.06 3.00 -0.70
C 0.78 4.12 -1.54
C -1.33 3.61 0.12
C -2.55 3.76 -0.97
C -1.88 2.66 1.31
C 2.91 -0.12 -0.65
N 4.05 0.77 -0.27
C 4.58 0.37 1.08
C 3.36 0.69 2.15
P 4.14 0.30 3.89
O 5.84 -0.02 3.70
Br 3.96 2.18 5.20
N 2.16 -0.18 1.88
C 1.02 0.01 2.88
O 1.02 1.31 3.52
O 0.77 1.16 4.84
H -3.50 -0.14 6.05
H -2.98 0.65 4.41
H -1.72 -0.23 5.47
H -2.64 -1.73 3.27
H -2.70 -2.52 4.97
H -5.19 -2.01 5.20
H -4.91 -2.94 3.60
H -6.54 -0.59 3.87
H -4.92 0.32 3.39
H -6.51 -2.11 1.93
H -4.84 -1.56 1.34
H -7.47 -0.65 0.29
H -7.25 0.56 1.68
H -5.34 1.84 0.64
H -6.43 1.35 -0.79
H -3.98 1.06 -1.37
H -3.69 -0.07 0.10
H -5.16 -1.95 -0.81
H -5.76 -0.93 -2.25
H -3.99 -1.63 -3.61
H -3.47 -2.80 -2.24
H -2.24 0.22 -2.31
H -1.54 -1.26 -3.20
H -1.63 -0.84 -0.06
H -1.80 -2.62 -0.82
H 0.50 -2.65 -1.77
H 0.54 -0.79 -1.91
H 0.23 -1.91 1.03
H 1.84 -2.47 0.14
H 2.04 2.44 -0.13
H 0.88 2.64 1.31
H -0.42 2.22 -1.49
H 1.49 4.65 -0.80
H 0.01 4.88 -1.95
H 1.34 3.58 -2.41
H -1.05 4.66 0.51
H -3.57 3.51 -0.46
H -2.53 4.85 -1.40
H -2.42 3.00 -1.84
H -1.15 2.66 2.23
H -2.91 3.03 1.74
H -1.99 1.56 0.96
H 3.35 -1.20 -0.78
H 2.54 0.19 -1.71
H 4.80 0.72 -1.00
H 4.87 -0.75 1.16
H 5.49 1.05 1.35
H 3.15 1.83 2.02
H 6.30 0.79 4.08
H 2.49 -1.17 2.04
H 1.21 -0.78 3.74
H -0.02 -0.26 2.45
H 0.60 2.08 5.17
C -6.46 7.25 -0.02
C -6.15 5.96 0.08
C -5.07 5.50 0.98
O -4.79 4.31 1.08
C -4.35 6.52 1.76
C -4.66 7.82 1.65
C -5.74 8.28 0.75
O -6.02 9.46 0.66
H -7.25 7.61 -0.68
H -6.67 5.19 -0.48
H -3.57 6.17 2.41
H -4.14 8.58 2.22
C 8.42 1.08 -3.17
C 9.60 1.62 -2.87
C 9.74 2.56 -1.74
O 10.82 3.06 -1.47
C 8.53 2.89 -0.97
C 7.35 2.35 -1.27
C 7.20 1.40 -2.39
O 6.12 0.90 -2.67
H 8.30 0.38 -3.99
H 10.50 1.39 -3.42
H 8.65 3.58 -0.15
H 6.45 2.57 -0.71
C -9.39 -1.46 3.85
C -9.62 -1.30 2.55
C -10.85 -0.65 2.06
O -11.07 -0.50 0.87
C -11.82 -0.18 3.08
C -11.59 -0.34 4.38
C -10.36 -0.99 4.87
O -10.14 -1.14 6.06
H -8.49 -1.94 4.22
H -8.92 -1.64 1.79
H -12.72 0.30 2.70
H -12.29 0.00 5.14
C 6.47 1.96 -8.08
C 7.22 1.14 -7.33
C 6.62 0.02 -6.59
O 7.30 -0.73 -5.90
C 5.16 -0.17 -6.70
C 4.41 0.65 -7.44
C 5.01 1.77 -8.19
O 4.33 2.52 -8.88
H 6.90 2.79 -8.63
H 8.29 1.26 -7.24
H 4.73 -0.99 -6.14
H 3.34 0.53 -7.53
C -11.71 -3.59 7.26
C -10.95 -4.41 8.00
C -11.56 -5.52 8.76
O -10.87 -6.27 9.43
C -13.02 -5.70 8.67
C -13.77 -4.88 7.93
C -13.17 -3.76 7.17
O -13.86 -3.01 6.49
H -11.28 -2.77 6.70
H -9.88 -4.29 8.07
H -13.44 -6.52 9.23
H -14.85 -4.99 7.85
C 10.77 -3.67 -0.58
C 10.08 -2.54 -0.37
C 9.30 -1.90 -1.45
O 8.68 -0.87 -1.26
C 9.31 -2.56 -2.77
C 9.99 -3.69 -2.98
C 10.77 -4.33 -1.90
O 11.40 -5.36 -2.09
H 11.34 -4.14 0.21
H 10.07 -2.04 0.60
H 8.73 -2.09 -3.55
H 10.01 -4.19 -3.94
C 11.52 -2.53 -7.32
C 12.51 -2.50 -8.21
C 13.14 -3.75 -8.70
O 14.05 -3.72 -9.51
C 12.63 -5.02 -8.16
C 11.63 -5.05 -7.27
C 11.01 -3.80 -6.78
O 10.10 -3.83 -5.96
H 11.05 -1.62 -6.95
H 12.90 -1.57 -8.62
H 13.10 -5.93 -8.53
H 11.25 -5.98 -6.86
```

Frontier orbital gap (eV): 7.8
Charge: +1
Highest occupied orbital energy (Ha): -0.4082
F_max (eV Å⁻¹): 4.91